# 1
Below is an isolated ion of composition C2H7N4O and charge +1 in a non-equilibrium geometry, with properties calculated with wB97M-V/def2-TZVPD.

Structure (XYZ):
```
14
Properties=species:S:1:pos:R:3
O -1.39320 -1.72763 -0.16493
N 0.06551 -0.26422 -1.53204
N 0.77775 0.99397 -1.22756
N 0.75516 1.14087 0.24736
N -0.28653 -0.15057 2.17972
C -0.02314 0.03473 0.70520
C -0.47208 -0.75926 -0.26867
H -0.66888 -0.22855 -2.20843
H 0.57821 -0.13768 2.70497
H -1.05399 -2.60968 -0.38814
H 0.55355 1.94357 -1.58927
H -0.95658 -0.91640 2.21653
H 1.66167 0.69673 -1.56013
H 0.46255 1.98411 0.88539
```

Total charge   +1
HOMO level   -12.3241 eV
Energy relative to the best compared isomer or geometry (same formula, charge and spin)   473.3 kJ/mol
Frontier orbital gap   8.64 eV
SMILES   NC1=C(O)N[NH2+]N1


# 2
Below is a 15-piece molecular cluster, C45H105N15O15 overall in a non-equilibrium geometry, with properties calculated with wB97M-V/def2-TZVPD.

Structure (XYZ):
```
180
Properties=species:S:1:pos:R:3
O 2.20289 -3.54616 5.51846
O -1.07377 0.59897 -8.55709
O 6.18969 -2.63125 1.01239
O -0.53498 3.28204 5.23049
O 1.40945 -0.84777 -0.74613
O -0.35598 -4.32539 -3.99943
O 0.41673 -7.49220 2.68772
O 3.65156 0.99188 2.51535
O 0.15222 5.96975 -1.44187
O -4.96608 -1.59623 -1.48108
O -2.27278 2.75985 0.75925
O 2.16776 1.64858 -3.91996
O -2.30052 -1.05631 4.66338
O -2.30338 -4.31803 0.90865
O -1.34333 5.75642 -6.39682
N -3.73603 -2.40052 5.72749
N 4.24600 2.40192 -4.03127
N -0.36494 -0.01663 0.44230
N -5.65049 -2.06327 0.63484
N 0.46530 -5.50348 3.72052
N 2.11237 6.54333 -0.41799
N 1.13092 -1.61255 5.03896
N -0.97389 0.20253 -6.39934
N -0.86060 5.44503 -4.17206
N -1.87871 2.92740 3.51165
N -3.66258 -4.72399 -0.79997
N -3.25002 2.68456 -1.22084
N 5.45960 2.08662 1.87072
N -0.11833 -2.62323 -2.55375
N 5.73647 -1.15358 -0.62015
C -7.09282 -2.74809 -1.22796
C -0.24439 4.09858 -4.26435
C 0.88432 1.47457 -0.90715
C 1.17613 8.04451 -2.05288
C 0.66504 -6.30706 2.62008
C -1.84423 7.60438 -4.98473
C 3.93592 3.81913 -4.26776
C -0.48344 0.70342 -7.51132
C 5.37985 -2.02879 0.34023
C 0.39347 -3.57375 -3.31501
C 4.82977 2.93544 0.85802
C 0.66118 0.06740 -0.42303
C -1.54096 -2.44336 -2.20862
C 1.44388 -2.63694 5.87624
C -2.24622 -3.30564 4.04418
C 1.13773 6.74024 -1.33436
C 3.79256 0.04777 -4.13630
C -4.49734 -1.66716 1.48227
C -0.40461 0.26400 -5.05880
C -3.27922 1.30716 -1.37058
C 1.08286 -5.63329 1.34098
C -1.35696 6.19943 -5.24441
C 3.31019 1.49285 -4.07271
C -2.99381 -5.10728 0.30368
C 6.98602 -0.50899 -0.74054
C 1.86481 -1.43129 3.82370
C 1.93348 -3.73462 -3.34362
C 0.68653 -2.89301 7.10999
C 0.78999 1.55593 -7.40152
C -2.76853 -2.14234 4.91868
C -3.17843 4.80494 -0.14817
C -4.58569 -5.59831 -1.56262
C -5.79333 -2.04367 -0.71151
C -0.67611 -1.25626 1.20634
C 0.23208 2.01025 3.39381
C 3.97690 -2.47157 0.57042
C -0.74665 2.81200 4.15092
C -2.96901 3.34053 -0.16055
C -3.22075 -6.46079 0.95128
C 0.18815 -6.13861 5.04211
C -2.93635 3.81143 3.98438
C 5.64272 0.28935 3.46377
C 2.18873 5.43229 0.57115
C 4.84327 1.15581 2.58300
C -4.27913 -1.35767 6.60675
H 7.27207 -0.60187 -1.78823
H 3.95730 2.52787 0.34735
H 1.94217 1.73634 -0.88442
H 3.87036 -0.28941 -3.10268
H 5.51651 3.29740 0.09285
H 0.50731 -1.92732 7.58268
H 1.72260 8.13055 -2.99206
H 4.59209 4.38268 -4.93104
H 0.02812 -2.04560 0.94350
H 2.93777 -1.60501 3.90540
H -4.59253 -0.59976 1.68149
H -5.11515 -0.89867 6.07904
H -1.11465 3.50412 -4.54250
H -3.65609 3.32854 -1.88456
H 4.95227 -0.29436 4.07260
H -3.60685 -1.62618 0.85502
H -0.23314 1.15032 2.91193
H 3.93412 -3.38272 1.16714
H 3.36657 -1.84446 1.22030
H 1.04945 -4.68053 3.76066
H -2.12362 -3.32759 -2.46697
H -1.20924 -3.02857 3.85444
H -4.21404 -6.62299 -1.56332
H -2.87305 0.74835 -0.52745
H -7.88123 -2.65606 -0.48093
H 0.37718 3.95597 -5.14831
H 0.91347 1.53103 4.09677
H -0.94562 -0.44952 -4.43728
H 0.84549 2.19347 -6.51916
H -6.85121 -3.81042 -1.26247
H -2.33573 -4.30537 4.46918
H -4.29910 -2.14587 2.44125
H -3.80744 3.28617 4.37606
H -6.34657 -2.53832 1.19151
H 0.54629 -5.67227 5.95990
H -1.64592 -1.55151 0.80585
H -4.61070 -1.59549 7.61750
H -4.12465 5.13286 0.28222
H -1.92919 -1.60810 -2.79147
H -1.86182 2.74436 2.51852
H -2.53596 -6.50722 1.79805
H 1.57447 8.92842 -1.55474
H -3.52606 -0.57006 6.63186
H 0.75375 2.28243 -8.21331
H -4.78224 -5.21136 -2.56248
H 4.52796 3.77738 1.48102
H 0.45370 -1.97583 -2.03051
H 4.14790 4.18998 -3.26494
H 2.37441 -2.84872 -3.80064
H -2.75592 4.61735 4.69574
H -1.42471 8.14003 -5.83631
H 2.18238 -4.57251 -3.99485
H 1.22104 -3.64588 7.68929
H -3.33654 4.33539 3.11638
H 6.44726 2.21316 2.03988
H 0.14098 8.29841 -2.28110
H 1.93162 -6.25661 1.05960
H 1.43887 -4.60434 1.39233
H 0.62698 -0.07538 -5.15231
H 1.58943 -2.36323 3.32997
H 1.38065 5.58328 1.28691
H -1.53518 7.90344 -3.98315
H 2.02397 4.46062 0.10553
H -2.92866 7.51226 -5.04496
H 2.85781 3.97253 -4.31522
H -3.91254 -3.32811 6.08599
H -3.44892 -3.81723 -1.19014
H 0.77454 2.69009 2.73680
H 3.28033 -0.66916 -4.77796
H 2.79881 7.28194 -0.35998
H 4.78576 0.14059 -4.57566
H 0.28042 2.29180 -0.51276
H -0.83780 0.85862 0.61678
H -2.72899 -3.42434 3.07415
H 5.09461 2.04521 -3.61568
H 1.61870 0.84878 -7.43757
H -0.28172 -3.29788 6.81558
H -2.86226 -7.22571 0.26244
H -1.88795 -0.21201 -6.51220
H 3.41716 -2.75835 -0.31983
H 7.83214 -0.97843 -0.23871
H -4.22479 0.79473 -1.54777
H 7.02453 0.53020 -0.41391
H 0.27888 -5.77536 0.61881
H -3.25748 5.25141 -1.13939
H 0.71328 1.50901 -1.98310
H 0.32176 3.94610 -3.34547
H 6.40415 0.91879 3.92435
H -7.42690 -2.42523 -2.21400
H -0.58964 -1.03385 2.26990
H -4.22002 -6.72247 1.29923
H -0.88833 -6.05544 5.19169
H 3.16882 5.46138 1.04724
H 6.12131 -0.51961 2.91184
H 0.36305 -0.96047 5.11149
H 1.49576 -0.58786 3.24015
H -5.50187 -5.61481 -0.97232
H 2.28078 -4.01271 -2.34857
H -0.48024 1.26427 -4.63235
H 5.24041 -1.11823 -1.49922
H -0.94417 5.81241 -3.23497
H 0.42241 -7.20264 5.00931
H -1.72026 -2.32771 -1.13971
H -2.27313 5.28409 0.22459
H -2.61425 1.10142 -2.20938
```

HOMO level   -8.9439 eV
Energy relative to the best compared isomer or geometry (same formula, charge and spin)   708.1 kJ/mol
Frontier orbital gap   8.90 eV


# 3
Below is C18H14ClN3O2Pd as an isolated structure in a non-equilibrium geometry, with properties calculated with wB97M-V/def2-TZVPD.

Structure (XYZ):
```
39
Properties=species:S:1:pos:R:3
Pd 0.05051 1.09081 -2.10667
Cl 2.52914 1.89812 -2.53070
O 1.38458 3.41543 -0.61225
O -1.93065 2.17864 0.12421
N 0.68457 -0.09603 -0.35938
N -1.78074 -2.04368 7.93369
N 0.63285 -0.93348 1.67026
C 0.05050 0.60883 -4.37149
C -1.71184 -1.74398 4.41824
C -2.03751 0.76003 -3.37067
C 1.25134 2.56021 -1.41636
C 0.51758 -1.45351 5.33160
C 1.02465 -1.25609 4.04408
C -1.04199 -0.14860 -3.82094
C 0.14600 -1.26500 2.95309
C 1.24682 0.05463 -5.05888
C -0.30992 2.00350 -4.26271
C -0.84829 -1.69539 5.52236
C -1.58613 2.09064 -3.64477
C 1.98820 -0.27980 0.04499
C 1.97367 -0.78681 1.30812
C -1.22037 -1.51813 3.12919
C -0.12025 -0.52806 0.60197
C -1.32406 1.79525 -0.77126
C -1.36418 -1.88913 6.85033
H 1.18823 -1.41525 6.18961
H 1.50108 -0.92416 -4.64050
H 2.78664 -1.02879 1.96354
H 0.30890 2.82187 -4.62894
H 2.10651 0.71967 -4.95125
H 1.05429 -0.07373 -6.13138
H 2.83685 -0.03028 -0.57180
H -2.13542 3.01021 -3.44458
H -1.20437 -0.58010 0.60748
H -1.07360 -1.23966 -3.80645
H -1.89259 -1.54987 2.27074
H 2.08735 -1.06390 3.89898
H -2.99650 0.48714 -2.93037
H -2.77184 -1.95156 4.56887
```

Total charge   +2
HOMO level (alpha / beta)   -13.1010 / -15.1740 eV
Expectation value of S²   6.05
Energy relative to the best compared isomer or geometry (same formula, charge and spin)   0.0 kJ/mol
Frontier orbital gap (alpha / beta)   5.58 / 3.83 eV
Multiplicity   5


What are the E values for these records? In order: -374.269352; -3727.641350; -1596.343120 Ha.